Entry 1:
An isolated molecule of C22H35N3O2, computed with ωB97M-V/def2-TZVPD.

Electronic energy (eV): -31949.1514
Energy relative to the best compared isomer or geometry (same formula, charge and spin) (kcal/mol): 37.3
LUMO level (eV): 0.44
E_HOMO (eV): -7.336
Structure (SMILES): CC(C)(C)NC(=O)CN(C(=O)CCN1CCCc2ccccc21)C(C)(C)C

Geometry as XYZ:
```
62
Properties=species:S:1:pos:R:3:forces:R:3:nbo_charge:R:1
C 4.084 2.477 1.527 -0.172 -0.081 -0.211 -0.61
H 4.384 3.512 1.667 0.025 0.094 0.014 0.22
H 4.981 1.878 1.382 0.124 -0.060 -0.005 0.21
H 3.579 2.143 2.432 -0.051 -0.028 0.128 0.21
C 3.158 2.363 0.317 -0.025 0.270 -0.100 0.13
N 2.793 0.948 0.180 0.239 0.092 0.288 -0.63
C 1.990 0.441 -0.775 0.186 -0.558 0.354 0.68
O 1.482 1.085 -1.667 -0.205 0.165 -0.280 -0.64
C 1.772 -1.077 -0.619 -0.252 0.137 -0.113 -0.32
N 0.928 -1.626 -1.650 0.417 -0.042 0.045 -0.46
C -0.426 -1.599 -1.520 -0.013 0.133 0.609 0.72
O -1.182 -2.131 -2.311 -0.271 -0.020 -0.161 -0.64
C -0.978 -0.862 -0.306 -0.395 -0.086 -0.201 -0.52
H -0.517 0.124 -0.240 0.050 0.011 0.107 0.22
H -0.761 -1.418 0.610 0.082 0.053 0.019 0.23
C -2.500 -0.698 -0.435 0.248 -0.277 -0.070 -0.20
N -3.081 0.022 0.670 -0.093 0.230 -0.275 -0.45
C -3.208 -0.555 1.916 -0.118 -0.197 0.311 0.25
C -3.037 -1.933 2.108 0.065 -0.034 -0.161 -0.30
C -3.201 -2.513 3.350 0.006 -0.010 0.111 -0.20
C -3.537 -1.743 4.448 -0.026 -0.080 0.137 -0.25
C -3.722 -0.383 4.272 0.052 -0.139 -0.082 -0.19
C -3.566 0.220 3.036 0.029 0.140 0.114 -0.10
C -3.785 1.705 2.915 -0.053 0.089 -0.124 -0.41
C -4.096 2.078 1.473 0.247 0.070 0.062 -0.40
C -3.028 1.464 0.579 -0.205 0.200 0.023 -0.20
H -2.039 1.852 0.873 -0.015 0.047 -0.051 0.17
H -3.200 1.745 -0.464 0.067 -0.039 0.069 0.21
H -5.070 1.677 1.189 -0.029 0.027 -0.059 0.21
H -4.116 3.162 1.345 -0.026 -0.005 -0.019 0.21
H -2.885 2.235 3.245 -0.061 0.044 -0.008 0.20
H -4.601 2.011 3.574 0.055 -0.002 0.028 0.22
H -3.996 0.234 5.116 -0.040 0.076 0.064 0.20
H -3.661 -2.192 5.422 -0.015 -0.043 0.078 0.21
H -3.060 -3.579 3.457 0.009 -0.075 -0.008 0.21
H -2.781 -2.571 1.278 0.039 -0.036 -0.118 0.21
H -2.718 -0.151 -1.354 -0.051 -0.095 0.082 0.21
H -2.968 -1.679 -0.535 0.024 0.118 -0.077 0.22
C 1.519 -2.075 -2.937 -0.036 -0.250 -0.445 0.15
C 3.034 -1.860 -2.980 -0.229 -0.013 0.150 -0.62
H 3.290 -0.819 -2.799 0.107 0.130 0.005 0.22
H 3.564 -2.499 -2.276 0.077 -0.038 0.071 0.20
H 3.383 -2.119 -3.977 -0.014 -0.021 -0.063 0.23
C 1.231 -3.569 -3.117 -0.059 0.150 -0.023 -0.62
H 1.665 -3.920 -4.049 0.099 -0.068 -0.131 0.20
H 1.659 -4.139 -2.294 0.089 -0.070 0.076 0.20
H 0.160 -3.741 -3.142 -0.011 -0.063 -0.020 0.25
C 0.902 -1.252 -4.074 -0.050 -0.042 0.061 -0.64
H 1.381 -1.501 -5.017 0.095 -0.057 -0.117 0.20
H 1.042 -0.193 -3.869 0.046 0.096 -0.024 0.23
H -0.160 -1.456 -4.159 -0.015 0.019 -0.075 0.24
H 2.742 -1.574 -0.634 -0.095 0.050 0.072 0.23
H 1.329 -1.268 0.362 0.128 0.039 -0.072 0.23
H 3.153 0.324 0.884 -0.066 -0.079 -0.061 0.40
C 3.881 2.823 -0.950 -0.125 -0.066 0.101 -0.62
H 4.778 2.229 -1.112 0.114 -0.045 -0.006 0.21
H 4.164 3.868 -0.860 0.059 0.150 0.023 0.21
H 3.227 2.709 -1.809 -0.001 0.028 -0.079 0.24
C 1.889 3.190 0.538 0.124 -0.111 -0.068 -0.62
H 1.227 3.081 -0.317 -0.074 0.034 -0.039 0.24
H 2.141 4.240 0.653 0.036 0.154 0.032 0.21
H 1.368 2.854 1.432 -0.048 -0.017 0.109 0.21
```
Positions in Å, forces in eV/Å.

Entry 2:
A structure of composition C22H35NO2OsP2S2 at a distorted geometry, computed with ωB97M-V/def2-TZVPD.

Electronic energy (eV): -71657.2528
Multiplicity: 5
Total charge: +2
<S²>: 6.025
Energy relative to the best compared isomer or geometry (same formula, charge and spin) (kcal/mol): 77.9
LUMO level (spin up / spin down) (eV): -7.17 / -7.44
E_HOMO (spin up / spin down) (eV): -12.920 / -14.135

Geometry as XYZ:
```
65
Properties=species:S:1:pos:R:3:forces:R:3:nbo_charge:R:1
P -2.237 0.577 -0.613 -2.053 1.061 -3.363 1.23
P -0.316 -1.917 -2.337 0.958 -1.836 -0.734 1.68
C -2.395 -0.140 -2.308 0.017 -0.559 -0.292 -0.74
C -2.036 -1.598 -2.591 -0.297 -0.198 -0.484 -0.79
H -1.835 0.521 -2.988 -0.308 -0.235 0.133 0.25
H -3.464 -0.068 -2.551 0.230 0.399 0.066 0.27
H -2.581 -2.373 -2.029 -0.211 0.543 -0.193 0.27
H -2.163 -1.771 -3.670 -0.504 -0.152 0.331 0.28
C 0.310 -2.134 -4.048 0.223 0.546 0.123 -0.95
H 1.400 -2.185 -4.136 -0.385 -0.018 0.004 0.28
H -0.074 -1.342 -4.700 0.085 -0.211 0.106 0.26
H -0.135 -3.085 -4.356 0.042 0.110 -0.017 0.27
C -0.119 -3.562 -1.615 -0.041 -0.219 -0.241 -0.98
H -0.197 -4.242 -2.476 -0.115 -0.143 0.538 0.27
H -0.926 -3.746 -0.885 0.403 -0.070 -0.275 0.27
H 0.867 -3.697 -1.136 -0.543 0.023 -0.379 0.28
C -2.738 2.248 -1.147 -0.250 -0.205 0.611 -0.96
H -2.851 2.837 -0.229 -0.183 0.253 -0.529 0.27
H -3.685 2.166 -1.722 0.565 0.251 0.406 0.26
H -1.941 2.667 -1.781 -0.372 -0.054 0.336 0.26
C -3.692 -0.329 0.084 -0.338 0.259 0.396 -1.01
H -3.667 -1.407 -0.121 -0.375 0.435 -0.202 0.26
H -4.510 0.230 -0.396 -0.106 -0.504 0.385 0.30
H -3.773 -0.143 1.174 -0.679 -0.215 -0.452 0.30
Os -1.598 -0.086 1.343 2.719 1.723 1.564 0.50
C 2.375 -1.135 -1.883 0.103 -3.706 1.919 -0.12
C 2.584 -0.119 -2.757 1.054 2.602 -2.212 -0.17
C 1.542 0.786 -3.325 -0.415 0.673 -0.597 -0.46
C 0.574 1.482 -2.331 0.772 0.914 -0.414 -0.49
C 0.241 0.639 -1.185 -0.226 -0.068 1.528 -0.12
C 0.124 -0.837 -1.030 -0.855 0.461 1.627 -0.68
C 1.018 -1.377 0.083 0.585 -0.015 1.059 -0.41
C 2.461 -1.200 -0.386 0.761 0.029 0.445 -0.49
C -2.680 -0.470 2.914 -0.911 -0.805 2.879 -0.87
H 2.249 -2.151 -2.332 0.249 0.507 0.394 0.18
H 3.571 -0.071 -3.251 -0.371 0.160 0.256 0.24
H 0.905 0.292 -4.073 0.326 -0.089 -0.039 0.21
H 2.087 1.554 -3.871 -0.246 0.118 -0.153 0.26
H 1.092 2.377 -1.925 -0.297 -0.464 -0.162 0.26
H -0.324 1.923 -2.839 0.704 -0.526 0.011 0.23
H 0.390 1.106 -0.204 0.110 -0.099 -0.324 0.22
H -0.857 -1.067 -0.360 0.453 0.184 -1.031 0.23
H 0.767 -2.406 0.393 0.144 0.408 -0.442 0.23
H 0.757 -0.809 1.014 0.679 -0.242 -1.079 0.24
H 2.951 -0.347 0.104 -0.305 0.070 -0.430 0.24
H 3.073 -2.048 -0.088 0.014 -0.174 0.013 0.25
H -1.897 -0.738 3.671 -0.964 0.241 -0.291 0.27
H -3.342 -1.349 2.830 0.002 0.351 -0.042 0.23
H -3.215 0.438 3.247 0.038 -0.606 0.138 0.24
O 2.078 -1.133 2.828 -0.319 0.211 0.417 -0.90
S 1.168 -0.456 3.710 -1.158 0.095 -0.039 2.28
O 0.485 -1.160 4.762 0.600 0.443 -0.808 -0.85
N -0.053 0.343 2.749 -0.082 -0.196 -0.264 -0.81
C -0.089 1.665 2.920 -0.430 -1.580 -1.064 0.18
S -1.412 2.280 1.981 0.853 -0.359 0.196 0.07
C 1.036 2.176 3.679 0.510 0.667 0.299 -0.16
C 1.516 3.497 3.764 -0.379 -0.638 -0.121 -0.13
C 2.756 3.701 4.367 0.364 -0.525 0.485 -0.18
C 3.491 2.611 4.888 -0.436 0.095 -0.316 -0.14
C 3.022 1.300 4.771 -0.285 0.014 -0.021 -0.19
C 1.797 1.109 4.180 0.338 0.793 -0.049 -0.24
H 0.927 4.307 3.316 0.353 -0.258 0.305 0.25
H 3.180 4.699 4.457 -0.194 -0.221 -0.088 0.25
H 4.453 2.752 5.360 0.010 0.263 -0.027 0.25
H 3.556 0.412 5.084 0.372 0.288 0.206 0.25
```
Positions in Å, forces in eV/Å.

Entry 3:
A cluster of 5 separate species, C22H36Br9O2PSi in total at a distorted geometry, computed with ωB97M-V/def2-TZVPD.

Electronic energy (eV): -675034.3878
LUMO level (eV): 0.17
E_HOMO (eV): -8.254
Structure (SMILES): C#C[Si@](CCCOC)(Cc1cccc(C)c1)P(O)Br.BrCCBr.BrCCBr.BrCCBr.BrCCBr

Geometry as XYZ:
```
71
Properties=species:S:1:pos:R:3:forces:R:3:lowdin_charge:R:1
C 1.366 3.912 3.903 -2.480 -0.440 -6.224 -0.03
C 0.812 3.978 2.698 3.054 -0.858 6.708 -0.20
Si -0.111 3.717 1.005 2.024 -0.565 1.621 0.34
C -0.417 1.844 0.760 -0.604 -1.248 -0.012 -0.28
C -0.591 1.372 -0.780 0.882 -0.742 0.196 -0.27
C -1.971 0.558 -1.060 1.733 1.075 0.632 -0.24
O -3.066 1.462 -0.748 0.790 -0.235 -1.228 -0.25
C -3.289 2.446 -1.794 -0.492 0.205 -0.281 -0.12
C 0.950 4.555 -0.352 1.199 0.984 -0.527 -0.28
C 2.471 4.037 -0.302 4.103 -1.118 -0.021 -0.20
C 3.663 5.079 -0.061 1.164 -3.662 -0.356 -0.03
C 5.168 4.599 0.021 -2.538 -2.489 -0.674 -0.07
C 5.592 3.071 -0.139 -4.534 0.978 -0.319 -0.04
C 4.437 2.040 -0.398 -0.749 2.892 0.525 -0.19
C 4.725 0.450 -0.614 -0.706 1.287 -0.172 -0.11
C 2.914 2.531 -0.471 2.436 2.343 0.517 0.02
P -2.057 4.753 1.095 -2.419 0.122 0.006 0.40
O -3.048 3.954 2.254 1.663 1.648 0.095 -0.43
Br -1.599 6.895 1.809 -0.003 -1.107 0.046 0.16
H 1.941 3.628 4.853 -1.278 0.902 -1.955 0.04
H -1.386 1.548 1.322 1.548 0.563 -0.700 0.09
H 0.448 1.249 1.248 -1.382 1.059 -0.660 0.05
H 0.268 0.605 -0.992 -1.966 2.241 0.223 -0.07
H -0.431 2.277 -1.469 -0.466 -1.484 0.720 0.09
H -1.935 0.207 -2.157 -0.452 0.441 1.711 0.07
H -1.970 -0.334 -0.310 -0.346 1.539 -1.472 0.13
H -2.358 2.717 -2.412 -1.158 -0.544 1.037 0.09
H -4.074 2.012 -2.515 1.049 0.852 0.953 0.10
H -3.658 3.409 -1.285 0.421 -1.566 -0.845 0.08
H 0.473 4.497 -1.412 0.937 -0.109 1.783 0.10
H 0.987 5.693 -0.089 -0.089 -1.952 -0.447 0.08
H 3.448 6.204 0.046 0.293 -2.059 -0.156 0.09
H 5.998 5.372 0.178 -1.495 -1.248 -0.225 0.08
H 6.682 2.699 -0.073 -2.015 0.874 -0.105 0.09
H 5.686 0.136 -0.072 -1.491 0.450 -0.894 0.08
H 4.806 0.286 -1.755 0.053 0.077 1.866 0.08
H 3.810 -0.164 -0.243 1.727 1.093 -0.553 0.03
H 2.140 1.712 -0.678 1.181 1.457 0.370 0.06
H -2.839 4.249 3.176 -0.059 -0.524 -0.903 0.05
Br -0.058 -2.142 2.451 0.082 0.225 -0.132 0.63
C 1.878 -1.962 2.585 -0.069 -0.310 0.047 -0.68
C 2.278 -1.314 3.887 0.223 0.269 0.067 -0.68
Br 1.968 0.611 3.840 -0.072 -0.131 -0.030 0.66
H 2.208 -1.406 1.706 -0.065 -0.017 0.194 0.01
H 2.262 -2.982 2.530 -0.043 0.097 0.046 0.05
H 3.351 -1.423 4.058 -0.131 -0.063 -0.082 0.06
H 1.735 -1.702 4.750 0.049 -0.004 -0.227 0.05
Br -1.742 -2.470 -3.057 0.145 -0.008 -0.058 0.65
C 0.152 -2.747 -3.424 -0.233 -0.168 -0.052 -0.66
C 0.928 -2.978 -2.151 0.384 -0.083 0.021 -0.63
Br 1.227 -1.308 -1.186 0.274 -0.991 -0.185 0.79
H 0.496 -1.880 -3.990 -0.007 -0.130 0.173 0.06
H 0.190 -3.631 -4.063 0.050 0.075 0.123 0.06
H 1.928 -3.357 -2.374 -0.144 0.027 -0.040 0.06
H 0.432 -3.660 -1.459 0.000 0.153 -0.156 0.06
Br -4.445 -1.690 -5.862 -0.057 -0.091 -0.083 0.59
C -5.637 -3.224 -5.693 -0.080 0.284 0.080 -0.69
C -5.143 -4.187 -4.642 0.000 -0.301 -0.050 -0.70
Br -3.650 -5.252 -5.307 -0.035 0.075 0.071 0.58
H -5.723 -3.671 -6.684 0.069 -0.005 0.220 0.05
H -6.602 -2.803 -5.404 0.114 -0.097 0.018 0.06
H -5.918 -4.914 -4.391 0.058 0.128 -0.063 0.06
H -4.801 -3.696 -3.730 -0.056 0.003 -0.214 0.04
Br 0.376 -5.959 3.132 -0.059 0.086 -0.009 0.59
C -0.921 -5.102 4.309 0.184 -0.063 0.109 -0.72
C -1.907 -6.104 4.858 -0.266 0.026 0.024 -0.70
Br -3.241 -6.588 3.520 0.106 -0.050 0.063 0.60
H -1.390 -4.302 3.736 0.040 -0.223 0.118 -0.01
H -0.328 -4.666 5.115 -0.111 -0.059 -0.064 0.06
H -2.477 -5.671 5.682 0.123 0.008 -0.106 0.06
H -1.441 -7.032 5.192 -0.010 0.202 -0.101 0.05
```
Positions in Å, forces in eV/Å.

Entry 4:
A structure of composition C22H36BrCoNSSi at a distorted geometry, computed with ωB97M-V/def2-TZVPD.

Electronic energy (eV): -151264.2481
Multiplicity: 5
Total charge: +1
<S²>: 6.024
LUMO level (spin up / spin down) (eV): -3.40 / -3.72
E_HOMO (spin up / spin down) (eV): -8.502 / -10.775

Geometry as XYZ:
```
63
Properties=species:S:1:pos:R:3:forces:R:3:nbo_charge:R:1
Co -1.541 0.147 -2.301 -0.788 -0.427 -1.522 1.29
S -2.463 -0.824 -6.384 0.203 0.151 0.290 0.42
C -2.225 0.911 -6.430 -0.087 -0.014 0.477 -0.38
C -2.275 1.493 -5.217 0.136 -0.058 -0.789 -0.20
C -2.497 0.587 -4.121 0.287 -0.982 0.753 -0.46
C -2.523 -0.795 -4.649 -0.214 0.547 -0.314 -0.18
C -2.383 -1.954 -3.878 -0.013 -0.451 0.326 0.12
C -2.606 -3.261 -4.384 0.031 0.090 0.059 -0.22
C -2.330 -4.354 -3.615 0.073 0.262 0.097 -0.14
C -1.816 -4.166 -2.318 -0.020 0.221 0.005 -0.29
C -1.640 -2.880 -1.862 0.060 -0.572 0.380 0.07
N -1.926 -1.794 -2.581 -0.393 0.438 -0.789 -0.65
H -2.050 1.372 -7.380 -0.045 0.204 -0.239 0.25
H -2.207 2.558 -5.081 0.043 0.226 -0.003 0.23
H -3.014 -3.359 -5.377 -0.007 -0.083 -0.134 0.23
H -2.499 -5.352 -3.991 -0.035 -0.072 -0.062 0.23
H -1.580 -5.009 -1.690 0.041 -0.015 0.117 0.23
H -1.262 -2.699 -0.862 0.010 0.009 0.010 0.20
C 3.246 2.198 2.880 -0.236 -0.432 -0.042 -0.62
C 2.277 2.248 1.689 -0.310 -0.169 -0.214 -0.62
C 3.079 2.401 0.393 -0.161 -0.304 0.055 -0.62
C 1.424 3.514 1.827 -0.130 -0.324 0.033 -0.61
Si 1.184 0.625 1.710 -0.074 -0.047 0.167 2.18
Br 0.086 0.820 -0.941 1.705 0.547 1.983 -0.52
C 2.115 -1.098 1.595 -0.169 0.293 -0.280 -0.61
C 3.420 -0.981 0.798 -0.201 0.260 0.088 -0.61
C 1.271 -2.182 0.915 -0.134 0.296 0.044 -0.62
C 2.471 -1.556 3.018 -0.293 0.410 0.001 -0.62
C -0.466 0.687 2.771 0.108 -0.100 -0.414 -0.62
C -1.475 1.702 2.222 0.265 0.005 -0.147 -0.62
C -0.104 1.072 4.213 0.376 0.016 -0.294 -0.62
C -1.181 -0.669 2.804 0.316 0.063 -0.135 -0.61
H 3.809 3.127 2.917 0.068 0.178 -0.036 0.23
H 3.960 1.385 2.790 0.162 -0.143 0.026 0.22
H 2.719 2.091 3.824 -0.026 0.004 0.237 0.22
H 3.655 3.322 0.442 0.070 0.168 0.036 0.22
H 2.415 2.461 -0.463 -0.008 0.067 -0.223 0.22
H 3.775 1.587 0.236 0.148 -0.138 -0.076 0.22
H 2.077 4.382 1.777 0.131 0.108 -0.028 0.23
H 0.906 3.556 2.779 -0.163 0.048 0.113 0.21
H 0.705 3.590 1.017 -0.180 0.103 -0.096 0.22
H 3.240 -0.605 -0.204 0.060 0.054 -0.187 0.22
H 3.874 -1.966 0.709 0.012 -0.168 0.014 0.22
H 4.137 -0.341 1.301 0.160 0.145 -0.005 0.21
H 1.071 -1.919 -0.119 -0.078 -0.020 -0.171 0.22
H 0.330 -2.353 1.425 -0.184 -0.063 0.039 0.22
H 1.822 -3.120 0.919 0.143 -0.108 0.032 0.22
H 3.071 -0.811 3.533 0.152 0.077 0.194 0.22
H 3.054 -2.472 2.963 0.093 -0.133 -0.065 0.23
H 1.588 -1.760 3.614 -0.124 -0.052 0.155 0.22
H -1.096 2.716 2.243 0.020 0.195 -0.025 0.22
H -2.377 1.672 2.831 -0.098 -0.030 0.143 0.22
H -1.754 1.459 1.201 -0.100 0.027 -0.117 0.21
H 0.327 2.066 4.270 0.079 0.163 0.078 0.22
H 0.598 0.367 4.650 0.125 -0.110 0.184 0.22
H -1.004 1.068 4.823 -0.173 -0.035 0.051 0.23
H -1.480 -0.978 1.806 -0.055 -0.134 -0.123 0.21
H -2.083 -0.580 3.407 -0.118 0.072 0.081 0.22
H -0.567 -1.442 3.254 0.051 -0.190 0.015 0.21
C -3.597 0.962 -3.124 -0.154 -0.198 -0.270 -0.61
H -3.392 0.611 -2.075 -0.479 0.209 0.022 0.15
H -4.537 0.483 -3.413 -0.031 -0.031 0.294 0.25
H -3.757 2.039 -3.107 0.158 -0.056 0.201 0.25
```
Positions in Å, forces in eV/Å.